Entry 1:
3 unconnected molecules or ions with the total composition C23H49N3O12P2S2 in a non-equilibrium geometry. Source: the OMol25 dataset; level of theory: wB97M-V/def2-TZVPD.

Geometry as XYZ:
```
91
Properties=species:S:1:pos:R:3:lowdin_charge:R:1
N 2.308 1.801 5.008 0.03
C 1.803 0.579 4.598 -0.12
C 0.800 0.520 3.261 -0.22
O 1.338 -0.448 2.293 -0.38
S 0.333 -0.528 0.879 1.04
O -0.408 -1.905 0.981 -0.44
O -0.752 0.785 0.906 -0.40
C -0.784 1.520 -0.367 -0.23
C 0.677 1.782 -1.062 -0.21
C 1.752 2.596 -0.103 -0.20
C 3.334 2.310 -0.495 -0.20
C 3.798 0.746 -0.329 -0.21
C 5.322 0.667 0.321 -0.27
C 6.418 0.728 -0.901 -0.45
S 7.605 -0.734 -0.607 0.83
C 8.268 -0.660 1.143 -0.48
N 8.916 0.540 1.797 -0.01
N 9.254 0.054 3.061 -0.05
C 8.823 -1.403 3.219 -0.04
O 8.153 -1.885 1.975 -0.10
H 1.979 2.579 4.395 0.03
H 2.092 -0.427 5.160 0.13
H -0.268 0.166 3.598 0.14
H 0.738 1.625 2.876 0.10
H -1.234 2.596 -0.117 0.15
H -1.548 1.049 -1.148 0.14
H 0.476 2.508 -1.988 0.13
H 1.160 0.807 -1.552 0.11
H 1.556 2.479 1.045 0.09
H 1.575 3.751 -0.345 0.12
H 3.995 2.952 0.260 0.12
H 3.560 2.676 -1.584 0.11
H 3.087 0.243 0.461 0.08
H 3.764 0.150 -1.362 0.13
H 5.353 -0.360 0.923 0.11
H 5.516 1.535 1.083 0.11
H 6.993 1.769 -0.865 0.10
H 5.861 0.649 -1.928 0.09
H 9.041 -1.996 4.217 0.14
O -4.733 -0.439 3.917 -0.24
P -4.696 -1.359 5.161 0.73
O -3.296 -0.717 5.769 -0.24
C -3.384 0.525 6.445 -0.30
C -4.122 0.395 7.768 -0.08
O -4.021 -2.651 4.348 -0.22
C -4.165 -2.731 2.931 -0.30
C -3.044 -1.992 2.211 -0.09
O -4.655 -2.388 6.551 -0.21
C -5.931 -2.640 7.131 -0.32
C -6.936 -3.193 6.135 -0.09
H -3.866 1.268 5.802 0.11
H -2.361 0.864 6.636 0.12
H -5.189 0.226 7.589 0.06
H -4.029 1.311 8.357 0.08
H -3.745 -0.448 8.349 0.08
H -5.159 -2.366 2.626 0.10
H -4.133 -3.788 2.652 0.11
H -2.800 -1.030 2.672 0.06
H -3.306 -1.815 1.163 0.08
H -2.123 -2.581 2.239 0.06
H -6.311 -1.716 7.570 0.10
H -5.785 -3.358 7.943 0.12
H -7.120 -2.492 5.317 0.07
H -7.895 -3.388 6.629 0.08
H -6.569 -4.123 5.690 0.09
O 0.877 -0.954 -6.809 -0.23
P -0.218 0.133 -6.939 0.73
O 0.526 1.204 -5.919 -0.24
C 1.611 1.955 -6.434 -0.30
C 1.152 2.968 -7.471 -0.08
O -1.238 -0.575 -5.823 -0.23
C -1.106 -1.969 -5.548 -0.30
C -0.093 -2.228 -4.440 -0.07
O -1.442 1.347 -7.084 -0.21
C -1.981 1.480 -8.395 -0.32
C -2.513 0.171 -8.953 -0.08
H 2.366 1.283 -6.855 0.11
H 2.069 2.483 -5.592 0.12
H 0.850 2.457 -8.390 0.06
H 1.962 3.656 -7.727 0.08
H 0.295 3.539 -7.112 0.08
H -0.855 -2.519 -6.470 0.11
H -2.084 -2.341 -5.232 0.11
H 0.806 -1.612 -4.528 0.07
H 0.211 -3.280 -4.429 0.08
H -0.528 -1.988 -3.466 0.07
H -1.212 1.883 -9.057 0.10
H -2.791 2.213 -8.342 0.12
H -1.725 -0.581 -9.038 0.07
H -2.933 0.326 -9.954 0.08
H -3.288 -0.242 -8.301 0.09
```

## Properties
* E: -93919.5286 eV
* LUMO level: -1.926 eV
* orbital gap: 6.739 eV
* total charge: 0

***

Entry 2:
A gas-phase ion, C7H6N3O3S (charge -1) in a non-equilibrium geometry. Source: the OMol25 dataset; level of theory: wB97M-V/def2-TZVPD.

Geometry as XYZ:
```
20
Properties=species:S:1:pos:R:3:nbo_charge:R:1
C -0.853 -1.786 1.311 -0.33
C 0.020 -0.971 1.876 -0.18
C -1.206 -1.854 0.081 0.37
C -0.469 -0.033 -1.828 0.16
C -1.489 -1.056 -2.034 0.05
C 0.534 -1.032 3.329 -0.66
C -0.142 0.800 -2.999 -0.07
N -1.719 -1.993 -1.058 -0.41
N 0.161 0.292 -0.722 -0.74
N -2.291 -1.187 -3.119 0.49
O -2.850 -2.262 -3.318 -0.45
O -2.501 -0.242 -3.866 -0.51
O -0.949 1.922 -3.201 -0.73
S 0.812 0.266 0.677 0.56
H -0.229 -0.514 3.952 0.22
H 0.649 -2.115 3.603 0.23
H 1.403 -0.400 3.204 0.21
H 0.888 1.212 -2.823 0.19
H -0.095 0.013 -3.981 0.14
H -1.808 1.572 -3.472 0.49
```

## Properties
* E: -28798.9186 eV
* LUMO level: 3.194 eV
* orbital gap: 7.262 eV
* total charge: -1

***

Entry 3:
A molecular structure, C37H74InN3O10 in a non-equilibrium geometry. Source: the OMol25 dataset; level of theory: wB97M-V/def2-TZVPD.

Geometry as XYZ:
```
125
Properties=species:S:1:pos:R:3:lowdin_charge:R:1
In 2.528 0.200 3.725 1.11
C -1.467 -1.157 0.610 -0.04
C -0.096 -0.524 0.704 -0.39
O 0.590 -0.559 1.836 -0.18
H -1.446 -2.208 0.890 0.08
H -1.817 -1.014 -0.415 0.08
H -2.216 -0.656 1.228 0.07
H -0.143 0.569 0.382 0.16
H 0.547 -0.923 -0.126 0.14
C -3.392 -5.217 2.277 -0.02
C -3.129 -3.866 2.872 -0.31
C -4.268 -2.858 2.697 -0.11
O -4.335 -2.218 3.969 0.06
C -3.681 -2.975 4.906 -0.56
O -3.657 -2.724 6.051 0.20
O -3.035 -4.006 4.310 0.09
H -4.390 -5.576 2.539 0.10
H -2.684 -5.979 2.592 0.09
H -3.407 -5.152 1.183 0.09
H -2.188 -3.420 2.538 0.13
H -5.194 -3.347 2.383 0.14
H -4.064 -2.082 1.962 0.09
C -1.853 3.242 0.001 -0.03
C -1.433 4.212 1.061 -0.26
C -2.256 4.092 2.349 -0.06
O -1.472 3.199 3.153 0.09
C -0.238 3.095 2.646 -0.57
O 0.639 2.483 3.173 0.03
O -0.100 3.851 1.542 0.08
H -1.138 3.209 -0.825 0.10
H -2.795 3.516 -0.475 0.09
H -1.905 2.232 0.416 0.07
H -1.336 5.239 0.719 0.16
H -3.224 3.632 2.158 0.13
H -2.399 5.021 2.896 0.14
C -4.642 0.825 -1.287 -0.02
C -5.614 1.011 -0.110 -0.48
C -6.207 2.414 -0.210 -0.13
C -7.424 2.626 0.696 -0.17
C -8.467 1.552 0.436 -0.13
C -7.899 0.151 0.608 -0.51
N -6.686 0.053 -0.185 -0.04
O -6.216 -1.256 -0.292 0.02
C -7.636 -0.162 2.099 0.01
C -8.940 -0.811 0.084 -0.03
C -4.727 0.900 1.156 0.00
H -4.265 -0.200 -1.334 0.08
H -3.757 1.438 -1.118 0.06
H -5.021 1.069 -2.281 0.10
H -5.479 3.187 0.052 0.12
H -6.523 2.618 -1.237 0.13
H -7.831 3.619 0.500 0.12
H -7.090 2.639 1.738 0.10
H -8.834 1.679 -0.584 0.13
H -9.305 1.679 1.122 0.14
H -8.517 -0.632 2.529 0.10
H -6.838 -0.906 2.166 0.08
H -7.323 0.705 2.672 0.08
H -9.829 -0.740 0.711 0.10
H -9.270 -0.575 -0.928 0.10
H -8.610 -1.849 0.154 0.09
H -3.807 1.474 1.095 0.05
H -4.472 -0.133 1.388 0.06
H -5.257 1.297 2.027 0.09
H -6.586 -1.588 -1.122 0.13
C 3.721 -0.196 -4.042 0.00
C 2.796 -1.316 -3.563 -0.50
C 2.442 -2.291 -4.690 -0.13
C 3.591 -3.215 -5.045 -0.17
C 4.104 -3.950 -3.825 -0.11
C 4.482 -3.012 -2.646 -0.50
N 3.366 -2.104 -2.480 -0.02
O 3.410 -1.421 -1.256 -0.01
C 4.650 -3.869 -1.396 -0.02
C 5.823 -2.328 -2.962 0.00
C 1.479 -0.703 -3.079 -0.03
H 4.281 0.171 -3.178 0.06
H 3.172 0.677 -4.406 0.10
H 4.424 -0.467 -4.824 0.08
H 1.570 -2.898 -4.423 0.13
H 2.113 -1.701 -5.548 0.13
H 4.401 -2.630 -5.496 0.11
H 3.308 -3.917 -5.832 0.13
H 4.989 -4.538 -4.067 0.13
H 3.327 -4.614 -3.434 0.13
H 5.473 -4.565 -1.545 0.10
H 4.889 -3.237 -0.538 0.08
H 3.760 -4.447 -1.143 0.10
H 6.031 -1.573 -2.199 0.07
H 6.615 -3.073 -2.985 0.10
H 5.838 -1.836 -3.931 0.07
H 1.614 0.099 -2.354 0.07
H 0.782 -1.472 -2.738 0.09
H 0.982 -0.269 -3.951 0.10
H 2.673 -1.764 -0.764 0.11
C 6.824 0.088 0.212 -0.01
C 6.270 0.971 1.337 -0.50
C 7.107 2.267 1.390 -0.12
C 6.730 3.317 0.352 -0.16
C 5.243 3.608 0.388 -0.12
C 4.364 2.354 0.253 -0.49
N 4.865 1.313 1.141 -0.04
O 4.074 0.174 1.175 -0.13
C 2.950 2.713 0.742 -0.03
C 4.232 1.923 -1.219 -0.01
C 6.466 0.282 2.685 -0.03
H 6.400 -0.922 0.227 0.08
H 7.885 -0.106 0.382 0.10
H 6.704 0.558 -0.758 0.07
H 7.117 2.727 2.382 0.13
H 8.145 1.993 1.195 0.13
H 7.033 2.977 -0.644 0.12
H 7.280 4.239 0.541 0.12
H 4.931 4.326 -0.371 0.13
H 4.953 4.082 1.333 0.13
H 2.285 1.862 0.576 0.07
H 2.942 3.028 1.781 0.08
H 2.571 3.521 0.113 0.10
H 3.907 2.787 -1.801 0.11
H 5.137 1.525 -1.668 0.07
H 3.422 1.198 -1.349 0.06
H 6.001 0.891 3.472 0.08
H 7.516 0.283 2.971 0.10
H 6.017 -0.709 2.746 0.08
H 4.050 -0.225 0.280 0.09
```

## Properties
* E: -69666.3853 eV
* LUMO level: -10.688 eV
* orbital gap: 1.708 eV
* total charge: +2

***

Entry 4:
A molecular structure, C32H51As2BrN2PdSi. Source: the OMol25 dataset; level of theory: wB97M-V/def2-TZVPD.

Geometry as XYZ:
```
90
Properties=species:S:1:pos:R:3:lowdin_charge:R:1
Pd -0.757 0.130 -1.879 -0.10
C -2.631 -3.077 -0.827 -0.30
As -2.199 -1.718 -2.178 1.05
C -3.913 -1.784 -3.137 -0.31
C -1.146 -2.893 -3.373 -0.40
C -1.700 -4.078 -3.852 -0.12
C -0.987 -4.927 -4.684 -0.09
C 0.309 -4.593 -5.048 -0.09
C 0.872 -3.420 -4.571 -0.13
C 0.164 -2.559 -3.735 -0.39
As 1.030 -0.906 -3.057 1.05
C 2.645 -1.775 -2.342 -0.30
C 1.848 -0.303 -4.738 -0.31
H -3.070 -3.963 -1.287 0.02
H -3.333 -2.654 -0.108 0.02
H -1.718 -3.358 -0.303 0.01
H -4.234 -2.798 -3.372 0.01
H -3.825 -1.207 -4.056 0.02
H -4.668 -1.315 -2.504 0.01
H -2.711 -4.353 -3.573 0.08
H -1.441 -5.841 -5.045 0.10
H 0.881 -5.244 -5.699 0.10
H 1.888 -3.177 -4.862 0.08
H 3.078 -2.442 -3.088 0.01
H 2.387 -2.353 -1.456 0.01
H 3.375 -1.013 -2.072 0.02
H 2.437 -1.079 -5.226 0.01
H 2.498 0.542 -4.507 0.01
H 1.065 0.039 -5.413 0.02
C 1.985 4.289 -2.362 -0.06
C 1.133 5.361 -2.152 -0.06
C -0.157 5.115 -1.711 -0.02
C -0.545 3.798 -1.489 -0.23
N 0.271 2.766 -1.692 0.09
C 1.500 3.011 -2.124 -0.14
C -1.916 3.451 -1.022 -0.27
C -2.619 4.285 -0.158 -0.02
C -3.881 3.896 0.260 -0.06
C -4.396 2.697 -0.203 -0.06
C -3.615 1.931 -1.055 -0.16
N -2.402 2.291 -1.458 0.06
H 2.998 4.438 -2.709 0.10
H 1.462 6.375 -2.339 0.11
H -0.859 5.925 -1.567 0.11
H 2.125 2.138 -2.285 0.09
H -2.168 5.200 0.201 0.11
H -4.446 4.516 0.944 0.11
H -5.376 2.354 0.100 0.10
H -3.966 0.974 -1.427 0.08
C -1.188 0.108 4.818 -0.11
C 0.030 0.859 4.259 -0.63
C -0.397 2.330 4.137 -0.12
C 1.165 0.763 5.291 -0.09
Si 0.574 0.122 2.568 0.48
Br -0.932 0.894 1.068 0.59
C 2.265 0.800 1.956 -0.62
C 2.378 2.306 2.233 -0.10
C 3.437 0.085 2.647 -0.09
C 2.428 0.631 0.439 -0.13
C 0.414 -1.790 2.469 -0.62
C 1.142 -2.478 3.634 -0.09
C 1.012 -2.299 1.148 -0.12
C -1.053 -2.248 2.474 -0.12
H -1.526 0.618 5.727 0.09
H -0.959 -0.921 5.090 0.06
H -2.021 0.104 4.112 0.08
H -0.689 2.690 5.130 0.09
H -1.257 2.441 3.476 0.05
H 0.392 2.983 3.771 0.06
H 0.795 1.109 6.262 0.09
H 2.017 1.390 5.027 0.06
H 1.526 -0.258 5.424 0.07
H 2.411 2.543 3.296 0.06
H 1.555 2.861 1.775 0.07
H 3.310 2.672 1.789 0.09
H 3.393 0.145 3.736 0.07
H 4.377 0.552 2.331 0.09
H 3.492 -0.969 2.369 0.07
H 1.627 1.116 -0.119 0.01
H 2.456 -0.410 0.130 0.04
H 3.380 1.088 0.143 0.09
H 2.196 -2.200 3.695 0.07
H 1.098 -3.563 3.494 0.09
H 0.679 -2.258 4.597 0.06
H 2.095 -2.183 1.108 0.06
H 0.570 -1.793 0.284 0.05
H 0.797 -3.370 1.055 0.09
H -1.578 -2.009 3.395 0.06
H -1.074 -3.338 2.358 0.09
H -1.610 -1.816 1.642 0.03
```

## Properties
* E: -240071.2071 eV
* LUMO level: 0.488 eV
* orbital gap: 6.190 eV
* total charge: 0

***

Entry 5:
A molecular structure, C19H17Cl4NO4RhS3 in a non-equilibrium geometry. Source: the OMol25 dataset; level of theory: wB97M-V/def2-TZVPD.

Geometry as XYZ:
```
49
Properties=species:S:1:pos:R:3:lowdin_spin:R:1
Rh -0.499 0.266 1.277 2.17
S -4.263 -0.023 4.115 0.77
C -2.974 0.268 3.098 0.09
S -1.507 -0.619 3.219 0.16
S -3.064 1.454 1.888 0.23
Cl 5.913 3.220 -0.376 0.00
C 4.315 2.556 -0.350 0.00
C 3.870 1.843 -1.463 0.03
C 2.585 1.338 -1.446 0.00
Cl 2.028 0.455 -2.812 0.00
C 1.683 1.552 -0.380 0.03
O 0.465 1.170 -0.469 0.05
C 2.202 2.262 0.774 0.01
C 1.386 2.445 1.912 0.08
O 0.177 2.090 2.039 0.07
C 3.522 2.748 0.755 0.02
H 4.509 1.687 -2.317 0.00
H 1.848 2.938 2.779 0.01
H 3.894 3.280 1.618 0.00
Cl 3.881 -1.912 3.529 0.00
C 2.962 -2.639 2.207 0.01
Cl 1.717 -3.705 2.857 0.00
C 2.275 -1.503 1.318 0.01
O 2.583 -1.514 0.142 0.00
O 1.509 -0.780 1.972 0.07
H 3.646 -3.244 1.608 0.00
C -3.830 0.403 -1.091 0.00
N -2.447 0.878 -1.148 0.02
C -2.389 2.311 -1.425 0.00
C -1.627 0.049 -2.049 0.00
C -1.332 -1.277 -1.385 0.02
C -1.418 -2.433 -2.151 0.00
C -1.105 -3.666 -1.612 0.00
C -0.727 -3.739 -0.285 0.00
C -0.676 -2.592 0.491 0.02
C -0.963 -1.331 -0.033 0.10
H -4.331 0.858 -0.238 0.00
H -3.842 -0.679 -0.969 0.00
H -4.346 0.672 -2.015 0.00
H -1.981 0.737 -0.174 0.02
H -2.773 2.517 -2.423 0.00
H -1.358 2.653 -1.344 0.00
H -2.989 2.832 -0.681 0.00
H -0.679 0.565 -2.220 0.00
H -2.145 -0.088 -3.003 0.00
H -1.707 -2.359 -3.191 0.00
H -1.141 -4.553 -2.232 0.00
H -0.463 -4.692 0.152 0.00
H -0.394 -2.695 1.532 0.00
```

## Properties
* E: -115262.3001 eV
* LUMO level (spin up / spin down): 2.340 / -0.203 eV
* orbital gap (spin up / spin down): 5.623 / 4.915 eV
* spin multiplicity: 5
* expectation value of S²: 6.024
* total charge: -1